Run a
C3H9NO2 | ωB97M-V with the def2-TZVPD basis set

Each line ends with the natural charge from an NBO analysis.
Geometry (Å):
C 1.598 -1.260 -3.498  -0.0978
C 1.622 -1.555 -2.146  0.3301
O 0.676 -1.146 -1.330  -0.4982
H 2.552 -1.257 -4.007  0.2417
H 0.873 -0.574 -3.923  0.2469
H 2.521 -1.915 -1.659  0.2167
H 1.098 -0.554 -0.673  0.5556
N -1.920 1.742 2.630  -0.8771
C -0.858 0.874 2.237  0.0738
O -0.937 0.490 0.842  -0.7749
H -2.016 2.712 2.408  0.3991
H -2.671 1.230 3.052  0.3805
H 0.097 1.335 2.481  0.1717
H -0.915 -0.046 2.807  0.1618
H -1.719 -0.076 0.779  0.4701

lowest unoccupied orbital energy (spin up / spin down)	-5.450 / -9.017	eV
2S+1	2
HOMO level (spin up / spin down)	-0.4369 / -0.4368	Ha
charge	+1
frontier orbital gap (spin up / spin down)	6.4 / 2.9	eV

Run b
C3H9NO2 | ωB97M-V with the def2-TZVPD basis set

Each line ends with the natural charge from an NBO analysis.
Geometry (Å):
C -1.111 1.030 -0.243  -0.0216
O -2.423 0.705 0.044  -0.6055
C -0.196 -0.267 -0.121  -0.1273
C 1.251 0.215 -0.530  -0.0196
O 2.216 -0.784 -0.763  -0.6555
N -0.152 -0.940 1.104  -0.4455
H -1.007 1.261 -1.297  0.2262
H -0.686 1.771 0.443  0.1935
H -2.489 0.306 0.915  0.4841
H -0.639 -0.947 -0.859  0.2498
H 1.652 0.858 0.257  0.1978
H 1.162 0.768 -1.464  0.2274
H 1.941 -1.675 -0.483  0.4807
H 0.230 -0.434 1.905  0.4040
H 0.252 -1.866 1.092  0.4117

lowest unoccupied orbital energy (spin up / spin down)	-3.691 / -9.148	eV
2S+1	2
HOMO level (spin up / spin down)	-0.5753 / -0.5707	Ha
charge	+1
frontier orbital gap (spin up / spin down)	12.0 / 6.4	eV

Energy comparison, zero being the most stable, in kJ/mol: run a 75.4; run b 0.0.

Run a
C5H9NO6 | ωB97M-V with the def2-TZVPD basis set

Each line ends with the natural charge from an NBO analysis.
Geometry (Å):
N 2.444 -3.012 -3.248  0.6712
O 2.130 -4.216 -3.450  -0.2557
O 1.537 -2.159 -3.001  -0.1659
O 3.648 -2.644 -3.286  -0.2517
C -1.685 -1.196 1.277  -0.6358
C -0.710 -0.153 0.820  0.0754
C -1.306 1.210 0.587  -0.5338
C -0.228 2.147 0.059  0.6034
O -0.081 2.389 -1.125  -0.5174
C 0.695 2.707 1.133  -0.7386
O -0.138 -0.412 -0.484  -0.1383
O 0.440 -1.589 -0.464  -0.1580
H -2.083 -0.924 2.263  0.2223
H -2.532 -1.229 0.577  0.2179
H -1.200 -2.166 1.368  0.2413
H 0.109 -0.069 1.533  0.1886
H -2.087 1.113 -0.177  0.2357
H -1.779 1.608 1.500  0.2295
H 0.436 2.389 2.154  0.2124
H 1.726 2.401 0.896  0.2480
H 0.665 3.803 1.070  0.2495

lowest unoccupied orbital energy (spin up / spin down)	-4.290 / -0.762	eV
2S+1	1
HOMO level (spin up / spin down)	-0.3623 / -0.3615	Ha
frontier orbital gap (spin up / spin down)	5.6 / 9.1	eV

Run b
C5H9NO6 | ωB97M-V with the def2-TZVPD basis set

Each line ends with the natural charge from an NBO analysis.
Geometry (Å):
C -1.313 1.304 -1.050  -0.6564
C -0.071 0.614 -0.440  0.1895
C -0.716 0.305 1.154  0.4480
O -0.156 0.008 2.166  -0.4333
C 1.230 1.628 -0.274  0.0734
C 2.184 0.958 0.763  -0.1089
O 3.514 1.278 0.479  -0.6967
O 1.940 1.587 -1.500  -0.7010
O 0.397 -0.389 -1.036  -0.4364
O -2.798 -2.717 1.630  -0.2553
N -2.095 -2.912 0.627  0.4898
O -1.982 -3.975 -0.013  -0.2307
H -1.498 2.271 -0.532  0.2129
H -1.281 1.489 -2.109  0.2425
H -2.251 0.770 -0.852  0.2101
H -1.843 0.230 1.264  0.1749
H 0.978 2.694 -0.157  0.1933
H 1.802 1.250 1.762  0.1683
H 2.037 -0.136 0.624  0.1709
H 4.026 0.698 1.059  0.4679
H 1.993 0.638 -1.749  0.4769

lowest unoccupied orbital energy (spin up / spin down)	-2.725 / -2.953	eV
2S+1	1
HOMO level (spin up / spin down)	-0.3499 / -0.3569	Ha
frontier orbital gap (spin up / spin down)	6.8 / 6.8	eV

Energy comparison, zero being the most stable, in kJ/mol: run a 206.4; run b 0.0.

Run a
C6H13N2O | ωB97M-V with the def2-TZVPD basis set

Each line ends with the natural charge from an NBO analysis.
Geometry (Å):
C 1.260 -2.266 0.360  -0.4307
C -0.034 -1.687 0.762  -0.4524
C 0.678 2.752 -1.266  -0.0908
C 0.583 -1.513 -0.623  -0.0643
C -0.354 1.724 -1.032  0.6939
C -1.703 1.270 1.005  -0.4214
N -1.410 1.213 -0.461  -0.5267
N 0.960 -0.109 -0.942  -0.8363
O -0.083 1.940 -2.266  -0.3906
H 2.240 -1.925 0.543  0.2301
H 1.222 -3.343 0.303  0.2437
H -0.869 -2.420 0.775  0.2294
H -0.259 -0.912 1.463  0.2114
H 0.338 3.735 -1.194  0.2270
H 1.689 2.599 -1.275  0.2260
H 0.045 -2.031 -1.442  0.2198
H -0.944 1.794 1.500  0.2197
H -2.634 1.845 1.337  0.2489
H -1.727 0.127 1.267  0.2331
H -1.912 0.552 -0.980  0.4275
H 1.657 0.306 -0.291  0.3970
H 1.103 -0.204 -1.937  0.4056

lowest unoccupied orbital energy	-2.950	eV
2S+1	1
HOMO level	-0.4792	Ha
charge	+1
frontier orbital gap	10.1	eV

Run b
C6H13N2O | ωB97M-V with the def2-TZVPD basis set

Each line ends with the natural charge from an NBO analysis.
Geometry (Å):
C -1.254 0.078 0.500  0.6604
C -1.250 -1.114 1.425  -0.3090
C -0.335 0.814 -1.593  0.5623
C 0.634 0.372 -2.588  -0.6943
C -1.249 1.919 -1.894  -0.6990
C 0.799 -0.692 2.647  -0.4142
N -0.353 0.070 -0.540  -0.5468
N 0.109 -1.467 1.582  -0.6764
O -1.827 1.117 0.800  -0.4854
H -1.706 -0.890 2.368  0.2452
H -1.963 -1.921 0.900  0.2424
H 1.220 1.088 -3.146  0.2824
H 0.054 0.014 -3.335  0.2733
H 1.345 -0.272 -2.271  0.2350
H -2.252 1.800 -1.553  0.2864
H -1.114 2.211 -2.894  0.2543
H -0.744 2.817 -1.383  0.3049
H 0.567 0.351 2.543  0.1974
H 0.524 -1.028 3.663  0.2027
H 1.838 -0.806 2.529  0.2172
H 0.366 -0.715 -0.537  0.4577
H 0.429 -2.383 1.345  0.4038

lowest unoccupied orbital energy	-4.839	eV
2S+1	1
HOMO level	-0.4756	Ha
charge	+1
frontier orbital gap	8.1	eV

Energy comparison, zero being the most stable, in kJ/mol: run a 293.3; run b 0.0.

Run a
C2H6O3S | ωB97M-V with the def2-TZVPD basis set

Each line ends with the natural charge from an NBO analysis.
Geometry (Å):
C -2.642 -0.655 0.326  0.2847
C 1.774 1.182 -0.052  -0.8342
O 0.171 -0.703 0.518  -0.9339
O 1.780 -1.072 -1.303  -0.9672
O -2.231 0.467 0.200  -0.5198
S 1.762 -0.707 0.074  1.5291
H -2.448 -1.274 1.205  0.1323
H -0.456 -0.353 -0.141  0.4978
H -3.074 -1.212 -0.583  0.1109
H 1.925 1.512 1.050  0.2292
H 2.647 1.309 -0.769  0.2324
H 0.793 1.507 -0.526  0.2386

lowest unoccupied orbital energy	0.349	eV
2S+1	1
HOMO level	-0.3491	Ha
frontier orbital gap	9.8	eV

Run b
C2H6O3S | ωB97M-V with the def2-TZVPD basis set

Each line ends with the natural charge from an NBO analysis.
Geometry (Å):
C -0.224 -0.575 -0.685  -1.0731
C 0.959 0.496 1.713  1.0119
O 2.058 -0.291 1.588  -0.6910
O 0.010 -0.230 2.246  -0.6798
O 0.824 1.581 1.178  -0.6437
S -1.246 0.779 -1.030  0.4062
H -0.806 -1.371 -0.273  0.2049
H 0.428 -0.788 -1.591  0.2252
H 1.814 -1.201 1.516  0.5012
H -0.766 0.142 1.784  0.4965
H -0.587 1.873 -0.417  0.1127
H -0.694 1.274 -2.174  0.1288

lowest unoccupied orbital energy	0.326	eV
2S+1	1
HOMO level	-0.2817	Ha
frontier orbital gap	8.0	eV

Run c
C2H6O3S | ωB97M-V with the def2-TZVPD basis set

Each line ends with the natural charge from an NBO analysis.
Geometry (Å):
O 0.515 1.901 0.614  -0.7983
S -1.058 1.994 0.718  0.7356
H 0.854 2.158 -0.259  0.5244
H -1.476 0.905 -0.103  0.2777
H -1.413 3.152 0.130  0.1268
C 0.752 -1.429 0.380  -0.7303
C -0.136 -1.498 -0.878  0.7732
O -0.206 -2.564 -1.473  -0.6681
O -0.735 -0.405 -1.200  -0.8521
H 1.218 -2.390 0.579  0.2237
H 1.535 -0.680 0.244  0.1986
H 0.151 -1.144 1.249  0.1888

lowest unoccupied orbital energy	-1.385	eV
2S+1	1
HOMO level	-0.2947	Ha
frontier orbital gap	6.6	eV

Energy comparison, zero being the most stable, in kJ/mol: run a 0.0; run b 71.8; run c 101.2.

Run a
BH20O8 | ωB97M-V with the def2-TZVPD basis set

Each line ends with the natural charge from an NBO analysis.
Geometry (Å):
B -0.611 1.301 0.123  -0.7726
H -0.444 1.095 1.350  -0.0738
H -0.048 0.336 -0.477  -0.0924
H -1.806 1.404 -0.162  -0.0315
H 0.038 2.302 -0.176  -0.0238
O 2.619 0.575 1.243  -0.9946
H 1.801 0.698 0.698  0.5233
H 3.431 0.639 0.736  0.4769
O 1.710 2.802 2.686  -0.9831
H 0.868 2.608 2.255  0.4913
H 2.344 2.404 2.096  0.4825
O 1.308 -0.168 4.227  -0.9707
H 1.157 -0.424 3.295  0.4864
H 1.629 0.705 4.281  0.4837
O -0.868 1.290 -3.320  -0.9582
H -0.825 1.080 -2.401  0.4848
H -1.711 1.013 -3.569  0.4709
O -2.804 -0.557 -2.816  -0.9550
H -3.669 -1.040 -2.819  0.4642
H -2.470 -0.569 -1.939  0.4920
O -0.747 -2.507 -1.790  -0.9391
H -0.371 -3.295 -2.169  0.4614
H -0.513 -2.518 -0.855  0.4779
O -1.991 -1.816 1.722  -0.9645
H -2.835 -1.733 1.280  0.4683
H -1.545 -1.000 1.743  0.4964
O 2.353 -1.415 -2.060  -0.9442
H 2.325 -2.302 -1.549  0.4550
H 1.672 -0.908 -1.636  0.4886

lowest unoccupied orbital energy	2.741	eV
2S+1	1
HOMO level	-0.2333	Ha
charge	-1
frontier orbital gap	9.1	eV

Run b
BH20O8 | ωB97M-V with the def2-TZVPD basis set

Each line ends with the natural charge from an NBO analysis.
Geometry (Å):
B 0.039 -0.281 0.076  -0.8352
H 0.783 0.523 -0.220  -0.0270
H -0.452 -0.119 1.089  -0.0332
H -0.688 -0.481 -0.779  -0.0464
H 0.773 -1.302 0.327  -0.0451
O -0.278 -0.471 -4.153  -0.9934
H 0.577 -0.791 -4.077  0.4728
H -0.532 0.231 -3.449  0.5082
O 0.444 3.049 1.420  -0.9487
H -0.113 2.367 1.066  0.4914
H -0.053 3.592 2.031  0.4617
O 2.928 -0.699 2.676  -0.9541
H 2.257 -0.731 1.881  0.4950
H 3.408 0.032 2.376  0.4572
O 0.091 1.260 3.746  -0.9524
H 0.253 0.372 3.369  0.4890
H -0.143 1.826 3.099  0.4582
O -3.418 1.010 0.191  -0.9250
H -3.201 1.785 -0.210  0.4475
H -2.525 0.731 0.091  0.4773
O -0.677 1.801 -2.235  -0.9840
H -0.531 1.234 -1.537  0.5052
H -0.131 2.662 -2.133  0.4838
O 1.854 -2.469 -2.275  -0.9820
H 1.011 -2.150 -1.744  0.5121
H 2.459 -2.878 -1.679  0.4671
O -1.547 -3.667 0.196  -0.9845
H -1.290 -2.760 -0.269  0.5116
H -1.312 -3.690 1.122  0.4726

lowest unoccupied orbital energy	2.783	eV
2S+1	1
HOMO level	-0.2429	Ha
charge	-1
frontier orbital gap	9.4	eV

Energy comparison, zero being the most stable, in kJ/mol: run a 0.0; run b 109.3.

Run a
CHN4O2S | ωB97M-V with the def2-TZVPD basis set

Each line ends with the natural charge from an NBO analysis.
Geometry (Å):
C 1.101 -0.141 0.001  0.1781
N 1.308 1.281 0.012  -0.4035
N 1.381 1.677 -1.141  0.2223
N 1.454 1.573 -2.277  -0.0124
N 1.129 -0.652 -1.139  -0.6707
O 0.568 -2.905 0.234  -1.0506
O -1.202 -1.911 -1.214  -1.0248
S 0.244 -2.300 -1.099  1.5575
H 0.844 -0.657 0.860  0.2041

lowest unoccupied orbital energy	3.959	eV
2S+1	1
HOMO level	-0.1439	Ha
charge	-1
frontier orbital gap	7.9	eV

Run b
CHN4O2S | ωB97M-V with the def2-TZVPD basis set

Each line ends with the natural charge from an NBO analysis.
Geometry (Å):
C 0.171 -0.249 -0.505  0.1543
N 0.872 -0.987 -1.333  -0.3548
N 0.797 -0.418 -2.559  -0.0977
N 0.151 0.682 -2.440  -0.0846
N -0.278 0.832 -1.181  -0.4148
O -1.514 1.498 1.376  -0.9794
O -0.209 3.269 -0.532  -0.9377
S -1.187 2.231 -0.530  1.4579
H 0.019 -0.479 0.572  0.2567

lowest unoccupied orbital energy (spin up / spin down)	3.813 / 3.813	eV
2S+1	1
HOMO level (spin up / spin down)	-0.1764 / -0.1765	Ha
charge	-1
frontier orbital gap (spin up / spin down)	8.6 / 8.6	eV

Energy comparison, zero being the most stable, in kJ/mol: run a 0.0; run b 107.2.